The following is a DFT calculation (ωB97M-V/def2-TZVPD) of C43H43F3N13OS2Tl as an isolated structure.

multiplicity: 1
calculated total energy: -101224.7311 eV
strongest force on any atom: 0.50 eV Å⁻¹
Kohn-Sham gap: 0.238 Eh

Positions of all 106 atoms, in Å:
Tl (-0.20853, 0.68823, -0.30686)
N (2.49962, 0.34598, -1.94874)
C (3.60306, -0.49393, -1.47924)
C (4.33829, 0.19425, -0.33249)
N (3.56913, 0.51625, 0.86234)
C (3.52917, -0.49114, 1.91592)
C (2.77156, -1.78453, 1.63509)
N (1.36883, -1.50691, 1.32788)
H (1.90900, -0.13570, -2.61456)
H (2.83468, 1.20074, -2.37736)
H (4.33773, -0.72808, -2.26046)
H (3.17490, -1.43908, -1.13750)
H (4.75678, 1.12611, -0.73891)
H (5.19191, -0.42353, -0.03897)
H (2.63186, 0.80728, 0.60728)
H (3.07990, -0.01785, 2.79371)
H (4.55640, -0.75211, 2.18251)
H (2.91603, -2.45370, 2.49366)
H (3.21813, -2.28270, 0.77433)
H (0.92306, -0.98890, 2.08082)
H (0.84428, -2.35747, 1.16051)
N (0.15823, 3.39560, 3.65245)
C (-0.38836, 2.36792, 4.39876)
C (-1.12684, 2.35063, 5.57797)
C (-1.51283, 1.10905, 6.04928)
C (-1.16736, -0.07263, 5.36897)
C (-0.43734, -0.03957, 4.19668)
C (-0.05148, 1.20545, 3.70001)
N (0.66703, 1.52268, 2.55434)
C (0.76262, 2.82164, 2.56460)
C (1.46245, 3.62121, 1.55024)
C (1.95549, 4.87531, 1.72237)
S (2.72935, 5.38914, 0.29294)
C (2.32957, 3.88961, -0.44407)
N (1.67408, 3.07311, 0.31254)
H (0.03826, 4.37863, 3.81463)
H (-1.38868, 3.26162, 6.10299)
H (-2.09369, 1.04312, 6.96045)
H (-1.48928, -1.02600, 5.77096)
H (-0.17948, -0.95425, 3.67192)
H (1.93868, 5.50085, 2.60302)
H (2.58558, 3.69491, -1.47924)
O (-2.81247, 0.49312, -0.98884)
N (-3.61808, 1.48558, -1.29659)
C (-4.69043, 1.19157, -2.07814)
C (-5.61693, 2.12318, -2.44938)
C (-5.44731, 3.43496, -2.00276)
C (-4.36045, 3.72895, -1.22139)
C (-3.39630, 2.76589, -0.84373)
S (-2.03550, 3.18423, 0.11520)
H (-4.73580, 0.15207, -2.36471)
H (-6.44999, 1.82490, -3.07052)
H (-6.15907, 4.20701, -2.26747)
H (-4.19235, 4.73161, -0.85621)
C (-2.02305, -3.77071, -1.59223)
C (-1.48542, -2.49487, -1.50853)
N (-0.21535, -2.22677, -1.83406)
C (0.54829, -3.23737, -2.25535)
C (0.08553, -4.54181, -2.42865)
C (-1.23638, -4.79523, -2.08294)
C (0.90071, -5.56582, -3.12285)
C (2.16330, -5.91229, -2.90240)
C (3.01208, -5.56278, -1.73371)
C (4.33742, -5.18757, -1.89952)
C (5.10525, -5.04753, -0.75946)
N (4.62168, -5.27275, 0.46090)
C (3.33137, -5.59677, 0.51208)
N (2.49492, -5.74165, -0.51304)
H (-3.05439, -3.94524, -1.31088)
H (-2.09424, -1.64456, -1.20157)
H (1.57090, -2.99228, -2.53520)
H (-1.64431, -5.79285, -2.20564)
H (0.40049, -6.04747, -3.95823)
H (2.63211, -6.59846, -3.60099)
H (4.75608, -5.03074, -2.88563)
H (6.14903, -4.75629, -0.82133)
H (2.91358, -5.76374, 1.49936)
N (-0.02271, 1.65087, -5.13570)
C (-0.58769, 1.14572, -3.99148)
N (-0.66674, 2.01470, -3.03058)
C (-0.15408, 3.19137, -3.56889)
C (-0.06402, 4.45925, -2.99490)
C (0.48689, 5.47011, -3.75918)
C (0.93553, 5.23778, -5.07293)
C (0.82680, 3.99222, -5.66467)
C (0.26205, 2.98251, -4.88790)
H (0.09571, 1.16437, -6.00519)
H (-0.91755, 0.11639, -3.91612)
H (-0.44165, 4.62064, -1.99006)
H (0.56897, 6.46776, -3.34472)
H (1.36075, 6.05710, -5.63983)
H (1.15591, 3.81860, -6.68233)
F (-6.07061, -0.84497, 4.86864)
C (-4.92139, -1.52772, 4.99267)
F (-4.41621, -1.23040, 6.20467)
F (-5.22475, -2.83524, 4.99616)
C (-3.95230, -1.17383, 3.90057)
C (-3.72860, 0.15704, 3.59633)
C (-2.80237, 0.46298, 2.61290)
N (-2.11586, -0.47025, 1.95013)
C (-2.34958, -1.74651, 2.25147)
C (-3.25789, -2.15517, 3.21711)
H (-4.26046, 0.94600, 4.11305)
H (-2.61001, 1.49174, 2.32224)
H (-1.77884, -2.48755, 1.69457)
H (-3.41602, -3.20432, 3.42758)

Force components x, y, z for each atom (eV/Å):
-0.38 0.15 -0.05
0.14 -0.02 0.06
-0.24 -0.01 0.06
-0.04 0.09 0.18
0.05 -0.24 -0.09
-0.03 0.19 -0.16
-0.13 0.03 -0.06
0.14 -0.08 0.11
-0.04 0.00 0.03
0.04 -0.04 -0.07
0.05 -0.02 -0.07
-0.04 0.04 -0.02
0.02 0.00 0.04
0.03 0.01 0.00
-0.03 0.05 0.05
0.01 0.02 0.02
0.05 0.03 0.03
-0.01 -0.02 0.06
0.03 -0.13 -0.07
0.14 -0.06 -0.22
0.01 0.04 0.00
0.01 -0.11 0.04
0.01 0.15 -0.09
-0.05 -0.03 0.02
0.04 -0.02 -0.08
0.22 0.03 0.06
0.31 -0.10 0.38
0.15 -0.09 0.04
-0.02 -0.11 0.12
0.00 0.22 -0.04
-0.19 -0.27 0.14
0.10 0.21 0.09
0.00 0.05 -0.09
-0.07 0.10 -0.03
0.06 -0.06 -0.09
-0.04 0.03 -0.07
0.01 -0.04 -0.02
0.00 0.00 -0.01
0.02 0.05 0.00
-0.04 0.16 0.20
-0.01 -0.09 -0.07
-0.03 -0.03 0.13
-0.11 0.19 -0.06
0.16 -0.10 0.03
0.13 -0.06 0.09
-0.04 0.04 -0.02
-0.01 0.01 0.00
0.10 -0.01 0.05
-0.02 -0.03 -0.08
-0.02 -0.12 0.08
0.04 0.00 0.02
0.02 0.02 0.02
0.03 -0.01 0.01
0.00 0.01 0.00
-0.09 -0.03 0.00
0.19 0.23 -0.01
0.06 -0.27 -0.03
-0.19 0.09 -0.08
0.13 -0.05 -0.08
-0.07 -0.13 0.02
-0.12 0.15 0.06
0.13 -0.04 0.21
-0.24 -0.10 -0.07
0.14 0.02 -0.09
0.03 0.02 0.07
-0.16 0.04 -0.06
-0.01 0.15 -0.09
0.11 0.01 0.05
0.04 0.02 -0.01
0.05 -0.06 0.01
-0.04 0.01 0.05
0.01 0.03 0.00
0.01 0.06 -0.04
0.00 0.01 0.01
-0.01 0.00 0.04
-0.02 -0.02 0.00
0.01 0.00 -0.02
-0.04 0.02 -0.02
0.09 0.02 0.03
-0.02 0.05 -0.19
-0.10 -0.01 0.13
0.04 0.03 0.10
0.03 -0.02 -0.04
-0.04 -0.05 0.03
-0.03 0.03 0.04
0.04 -0.14 -0.04
0.00 -0.03 0.00
0.07 0.08 -0.01
0.05 -0.02 -0.04
0.00 -0.03 -0.02
-0.01 -0.03 0.02
-0.02 0.02 0.04
-0.06 -0.02 0.07
0.06 0.03 -0.20
-0.01 -0.02 0.10
-0.04 0.00 0.07
-0.02 0.00 -0.03
-0.13 0.11 -0.07
-0.17 -0.11 -0.38
-0.23 -0.22 0.01
0.05 0.18 -0.14
0.02 -0.04 0.03
0.02 -0.02 -0.03
0.01 -0.03 -0.02
-0.04 0.07 0.02
0.02 0.03 -0.02

The following is a DFT calculation (ωB97M-V/def2-TZVPD) of C22H17I2N5O3V as an isolated structure.

multiplicity: 4
calculated total energy: -78574.9215 eV
<S²>: 3.76
strongest force on any atom: 0.99 eV Å⁻¹
Kohn-Sham gap (alpha / beta): 0.268 / 0.329 Eh
ΔE to the lowest compared entry with this formula, charge and spin: 0.458 eV

Positions of all 50 atoms, in Å:
V (0.02083, -0.56896, 0.13021)
O (-1.40803, -1.74285, 3.79919)
C (-0.89100, -1.61544, 2.69140)
N (-0.35887, -0.52654, 2.12818)
C (-0.79936, 0.74801, 2.63556)
C (-1.49540, 1.49808, 1.51378)
C (-2.07281, 2.74548, 1.71795)
C (-2.70571, 3.38124, 0.66811)
C (-2.75367, 2.75569, -0.57214)
C (-2.14424, 1.52769, -0.70777)
N (-1.52038, 0.90950, 0.30497)
C (-0.92529, -2.78440, 1.72123)
C (-1.28200, -4.05578, 2.13044)
C (-1.41751, -5.04961, 1.17533)
C (-1.20455, -4.73711, -0.15974)
C (-0.85151, -3.44238, -0.49311)
N (-0.71234, -2.48473, 0.42805)
H (0.02936, 1.36397, 3.00633)
H (-1.49585, 0.62321, 3.47129)
H (-2.02002, 3.20066, 2.69850)
H (-3.15714, 4.35462, 0.80911)
H (-3.23908, 3.21719, -1.42010)
H (-2.11996, 1.00466, -1.65571)
H (-1.45997, -4.22228, 3.18333)
H (-1.69496, -6.05463, 1.46542)
H (-1.31017, -5.48059, -0.93706)
H (-0.66792, -3.13642, -1.51634)
I (0.12451, 6.16002, -0.67658)
C (0.43936, 4.23224, -1.39421)
C (0.06140, 3.90645, -2.68966)
C (0.23618, 2.60967, -3.14980)
C (0.75059, 1.62813, -2.31364)
C (1.16124, 1.98372, -1.03383)
C (1.01863, 3.28140, -0.56702)
C (0.81183, 0.18676, -2.77366)
O (1.28220, -0.09161, -3.86486)
O (0.27655, -0.65264, -1.95136)
H (-0.37097, 4.65936, -3.33490)
H (-0.04570, 2.34438, -4.16075)
H (1.65683, 1.25288, -0.39123)
H (1.34706, 3.54454, 0.42957)
I (5.96757, -2.30146, 1.39949)
C (4.17527, -1.95206, 0.46496)
C (3.87489, -2.13688, -0.86805)
N (2.58559, -1.80523, -1.02359)
N (2.03568, -1.38856, 0.12758)
C (2.98819, -1.48232, 1.04543)
H (4.47422, -2.48294, -1.69232)
H (2.03163, -1.69307, -1.86975)
H (2.77485, -1.23104, 2.07176)

Force components x, y, z for each atom (eV/Å):
0.39 0.20 -0.89
-0.03 0.01 0.01
0.01 -0.03 -0.05
-0.08 0.04 0.38
-0.02 -0.01 0.07
-0.03 0.03 -0.03
-0.02 0.00 0.01
0.00 0.00 -0.01
0.00 -0.01 0.00
0.02 -0.02 -0.01
-0.15 0.31 0.20
-0.02 0.01 0.00
0.01 -0.03 -0.01
0.00 0.01 0.03
0.02 0.01 -0.04
0.04 0.02 0.01
-0.17 -0.45 0.23
0.00 0.00 -0.02
0.02 0.01 0.01
0.00 0.00 0.00
0.00 0.00 0.00
0.00 0.00 0.00
-0.01 0.02 -0.01
0.00 0.00 0.00
0.00 0.00 -0.01
0.00 0.00 0.00
-0.01 -0.02 -0.01
-0.02 0.08 0.03
0.02 -0.11 -0.02
0.00 0.02 0.00
-0.03 -0.03 -0.02
0.14 0.00 0.06
0.06 -0.07 0.05
-0.04 0.03 0.00
-0.45 0.16 -0.23
0.15 -0.02 0.10
0.20 -0.13 0.18
0.00 0.00 0.00
0.00 0.00 0.00
-0.06 -0.02 -0.01
0.00 0.00 0.00
0.09 -0.02 0.04
-0.13 0.00 -0.05
-0.01 -0.07 0.00
0.08 0.20 -0.01
0.05 0.02 -0.06
-0.02 -0.10 0.03
0.02 0.02 0.01
-0.03 -0.11 0.03
0.02 0.03 0.00

The following is a DFT calculation (ωB97M-V/def2-TZVPD) of a 2-piece molecular cluster, C6H14N2O2 overall at a distorted geometry.

multiplicity: 1
calculated total energy: -13523.3202 eV
strongest force on any atom: 4.14 eV Å⁻¹
Kohn-Sham gap: 0.347 Eh
SMILES: CNC(C)=O.CNC(C)=O
ΔE to the lowest compared entry with this formula, charge and spin: 2.304 eV

Positions of all 24 atoms, in Å:
C (1.76501, 2.49484, -0.41877)
C (-1.99068, 2.51334, -0.23227)
C (0.35879, 2.05403, -0.09812)
O (0.10516, 1.12914, 0.62212)
N (-0.60473, 2.95333, -0.61600)
H (1.93682, 3.50703, -0.43291)
H (-0.64312, 3.44119, -1.54485)
H (-2.40378, 1.95565, -1.12385)
H (2.27415, 1.93965, 0.28780)
H (2.07088, 2.00337, -1.32373)
H (-2.00373, 1.91289, 0.70818)
H (-2.64532, 3.44405, -0.09054)
C (-1.71108, -2.18635, -0.38447)
C (1.92667, -1.89305, 0.67113)
C (0.58188, -2.31723, 0.32750)
O (0.42369, -3.47755, 0.10797)
N (-0.58098, -1.54434, 0.23182)
H (-0.62412, -0.57036, 0.37182)
H (-1.87842, -2.29117, -1.47298)
H (2.74022, -2.03937, -0.05580)
H (-1.82022, -3.33419, -0.04487)
H (-2.70224, -1.72788, -0.12915)
H (1.82243, -0.82902, 0.97855)
H (2.36209, -2.48091, 1.53095)

Force components x, y, z for each atom (eV/Å):
-1.43 -2.78 -0.66
-0.89 1.28 -1.03
0.16 3.44 -2.25
-0.27 -0.41 0.52
-1.92 -1.59 0.93
0.32 2.23 0.05
1.10 -0.91 1.52
0.10 0.22 1.27
1.79 -0.46 1.77
0.05 0.09 -0.88
0.16 0.52 -1.05
0.92 -1.30 -0.14
-2.85 -2.89 0.82
1.76 2.27 2.17
-2.06 -0.14 -0.66
0.13 -3.21 -0.71
0.86 -1.00 -0.74
0.32 1.01 0.17
1.39 0.45 0.00
-0.94 0.25 -0.44
0.43 2.75 -0.43
1.06 0.04 0.50
0.85 -0.41 -0.13
-1.05 0.55 -0.59

Q: Look up the calculated total energy of the second one.
A: -78574.9215 eV

Q: calculated total energy of number 3 (C6H14N2O2)?
A: -13523.3202 eV

Q: What is the formula in the second record?
A: C22H17I2N5O3V